1.
Below is a molecular structure, C51H44BrClN3O8PSTi in a non-equilibrium geometry, with properties calculated with ωB97M-V/def2-TZVPD.

Computed properties:
HOMO energy (spin up / spin down)	0.07 / -2.66	eV
2S+1	3
energy relative to the best compared isomer or geometry (same formula, charge and spin)	88.49	kJ/mol
LUMO level (spin up / spin down)	3.833 / 3.830	eV
Kohn-Sham gap (spin up / spin down)	3.77 / 6.49	eV
charge	-2

Each line ends with the Mulliken charge.
CARTESIAN COORDINATES (ANGSTROEM)
C 0.6183 -1.8830 2.3145  -1.6257
C -0.6148 1.5039 -3.2712  -0.0788
C -3.7507 2.2465 3.3420  -0.6564
C -0.5090 -1.8504 4.5076  -0.8328
C -4.2250 -0.0765 -2.7913  -1.2676
H 2.9776 5.4070 -4.6520  0.3566
H 5.7749 1.0286 -1.5176  0.4870
H 1.7591 3.1363 -1.2325  0.3613
C -0.2065 -2.1640 -2.6590  -1.0069
H -3.7468 -2.4320 5.3161  0.3783
O -5.5164 -4.6157 -1.4155  -0.7453
H 2.0575 -3.2680 0.8451  0.5699
H -0.7784 0.3623 -6.4665  0.3302
H 2.1961 -2.0215 -0.4251  -0.6873
H -6.0606 -0.4001 1.7407  0.4540
C 0.5371 -3.3607 -0.7294  -0.3031
H -3.8984 -2.5845 2.8342  0.3923
C 2.9845 4.4811 -4.0894  -0.5672
H 7.3138 1.8019 0.2435  0.3825
H 2.2957 -0.4924 -4.1424  0.4430
O -0.3122 0.2918 -1.2743  0.2670
C -2.9522 -2.3716 3.3199  -0.4208
C -3.2317 1.3086 2.4580  0.4157
C 4.7878 -1.4625 -2.0660  -0.4461
H 4.1540 3.4181 -5.5403  0.3999
H 0.1041 -3.0122 -3.2737  0.0911
C 4.3957 1.9260 1.9575  -0.5355
C 3.6384 -2.1152 -4.5024  -0.8091
H 5.0619 -3.7263 -4.5764  0.3764
S -5.0467 -3.9467 -2.5949  1.3426
H -4.9802 -1.5788 -4.1299  0.5977
C 3.6405 3.3663 -4.5873  -0.5584
C -0.8996 -5.5892 -3.5263  0.9698
Ti -0.9981 -0.9349 0.0113  -2.0852
H -5.2205 0.3123 -2.5644  0.4202
C -0.4417 -0.9332 -3.3161  1.1669
Cl 1.8385 1.4590 1.3305  0.0156
C -0.5504 -0.8607 -4.7258  -1.0853
H -1.3408 -5.0841 -5.5660  0.3761
H 0.4518 -1.6415 4.9690  0.3465
C 6.2558 1.7026 0.4530  -0.8587
H -0.8381 2.4896 -5.1697  0.3328
H -0.7624 -5.9488 -1.4203  0.2353
C -0.7276 1.5396 -4.6606  -0.9273
C -1.7487 1.3425 2.1483  -0.1336
O -1.9779 -2.2394 1.1797  -0.1538
C 3.1580 -1.0400 -3.7750  -0.6985
C -0.4731 0.3017 -2.5878  0.5170
H -1.5460 -1.9433 6.3795  0.3511
C 5.3889 1.2621 -0.5316  -0.2410
H 3.9810 2.1960 2.9193  0.5019
C 4.0210 1.1164 -0.2973  -0.1625
C 1.4909 -2.5909 0.1940  -0.5827
H -2.9940 -5.0298 -0.9086  0.3643
H 0.4702 -6.8989 -4.5588  0.4746
H -3.6387 -0.3840 1.2165  0.6104
H -3.3046 -1.8442 -3.6045  -0.0033
H 6.0696 -3.1494 -2.3888  0.3845
C 3.6412 2.1743 -3.8718  -0.5660
H 0.9802 -6.4496 -2.9261  0.3315
C -2.9762 -4.6064 -4.2729  -0.4986
H 1.0712 -3.9497 -1.4876  0.5042
O -1.3785 0.4639 1.2873  -0.1280
C 0.4881 -6.0869 -3.8282  -1.6130
H -7.0025 1.2790 3.3096  0.3943
C 2.3214 4.3982 -2.8707  -0.5486
C -4.0610 0.3533 1.8845  0.1989
H -3.8138 0.5504 -3.5878  0.3235
C 3.5283 1.4807 0.9613  0.1590
H 5.2253 -1.2404 -1.1007  0.4792
C -3.3340 0.1597 -1.5670  0.6461
N -4.8255 -2.3905 -2.2213  -0.2823
H 6.4152 2.3723 2.4894  0.3571
C 3.7447 -0.6798 -2.5550  0.0569
H -0.5275 -1.7897 -5.2904  0.4487
H -4.2307 -2.2846 -1.3939  0.1443
C -5.4141 0.3443 2.1893  -1.3609
O -3.2577 1.2785 -1.0894  -0.6719
N 0.6180 -1.7296 0.9645  1.5425
C -2.8597 -2.2955 4.7085  -0.6923
H 1.1035 -5.2835 -4.2403  0.2576
H -3.6119 -4.2313 -5.0635  0.4505
C -2.6410 -5.0697 -1.9311  -0.3846
H 3.1636 -2.3758 -5.4409  0.4322
C -1.8465 -2.1680 2.4984  0.4589
C -3.4347 -4.5951 -2.9622  -0.1941
O -2.7243 -0.9096 -1.1462  1.2065
O -5.8038 -4.0026 -3.8194  -0.7503
H -3.0832 2.9749 3.7809  0.5590
C -5.9487 1.2783 3.0652  -0.4366
C -0.6900 0.3469 -5.3854  -0.8598
H 4.1609 1.3139 -4.2741  0.3149
N -0.2891 -2.3388 -1.3306  1.4830
H -0.6466 2.4103 -2.6787  0.4352
P 2.8310 0.5806 -1.6005  1.2963
C -0.5645 -1.9234 3.0996  1.0874
C -1.3854 -5.5795 -2.2248  -0.4306
H -0.0661 -4.0265 -0.1018  -0.0083
C -4.2971 -1.5123 -3.2822  -0.2499
H 1.5707 -2.0761 2.8115  0.1982
C 2.3108 3.2072 -2.1647  -0.7889
C -5.1002 2.2156 3.6295  0.0342
H 1.7913 5.2570 -2.4777  0.4183
C -1.6285 -2.0260 5.3013  -0.6300
C -1.7101 -5.0957 -4.5462  -0.3871
Br -5.8295 3.5009 4.8457  -0.2766
O -1.0207 2.1522 2.6990  -0.8283
C 4.6960 -2.8752 -4.0145  -0.6870
C 2.9786 2.0811 -2.6535  0.9617
C 5.7512 2.0262 1.7061  -0.4389
C 5.2611 -2.5506 -2.7914  -0.7069

***

2.
Below is a molecular structure, C51H45Br3F4N4OP3ScTe in a non-equilibrium geometry, with properties calculated with ωB97M-V/def2-TZVPD.

Computed properties:
HOMO energy (spin up / spin down)	-17.42 / -17.66	eV
energy relative to the best compared isomer or geometry (same formula, charge and spin)	136.75	kJ/mol
LUMO level (spin up / spin down)	-12.058 / -11.932	eV
Kohn-Sham gap (spin up / spin down)	5.36 / 5.72	eV
charge	+4

Each line ends with the Mulliken charge.
CARTESIAN COORDINATES (ANGSTROEM)
Te 0.5942 -0.4886 -3.3425  0.7353
C 1.8220 2.1801 -6.4973  -0.4895
C -5.9346 0.2018 -1.8073  -0.8293
C 1.0334 4.5136 -3.5278  -0.6757
H -4.2286 -3.2404 4.2630  0.3704
H -2.1766 -2.5201 0.8816  0.1890
Br 1.5763 2.7961 2.8655  -0.0086
H -1.8536 -3.4606 4.5738  0.4383
Sc -0.2941 0.2041 0.1319  0.1330
H 2.4125 1.8862 -4.4435  0.4878
C 0.7108 0.6806 -5.0582  0.5969
H 2.3410 -7.0800 0.8615  0.4767
H 3.1600 -5.6486 -0.9774  0.4992
H 0.6623 -0.3379 3.4008  0.1839
C 2.8305 -5.1993 -0.0471  -0.9172
H -3.2362 -5.0410 -5.5606  0.4449
C -0.1442 0.3139 -6.0812  -0.1993
C -2.4251 -3.6849 -2.5633  -0.8176
C 1.7227 1.6079 -5.2321  -0.4414
C -0.2535 2.8821 3.3654  -0.8977
H -0.3455 3.0636 -4.2757  0.6566
C 2.5015 -3.2583 1.3294  0.6709
C -4.7048 -0.3189 -2.1757  -0.5806
C -2.7502 -4.6538 -3.5062  -0.7226
C 1.5808 5.1241 -2.3986  -0.8865
C -5.0209 3.4969 -3.0446  -0.8008
C 1.2084 4.7118 -1.1282  -0.5092
C 5.1709 -1.5429 0.7974  -0.2535
H -2.5242 -0.9372 -4.5684  0.9706
C 2.0329 -4.0647 2.3712  -0.6218
H -2.9914 -1.5076 2.9516  0.5707
C 5.1140 0.5841 -0.9112  0.0812
F 5.1235 1.5963 -1.7644  -0.2761
H -4.0539 2.1534 -6.0090  0.5203
H -0.6422 -2.4922 1.4544  -0.0970
H -4.1678 -3.9298 2.7747  0.3115
H 4.8284 -1.1796 5.9242  0.5059
H -3.0812 -2.6696 -6.2362  0.4977
Br 2.4802 1.2955 -0.7262  0.0877
H 1.3139 4.8574 -4.5167  0.5457
C -2.3360 -2.3458 -2.9426  0.8911
N 1.1110 -0.8579 1.1469  1.6186
C -2.5663 -1.9783 -4.2721  -0.6992
C 3.8577 -1.3106 4.0240  -0.7649
C -0.2521 3.0515 -2.1169  1.4800
F 7.3906 0.2990 -1.3103  -0.2349
C 0.1099 3.4930 -3.3929  -0.7842
H -0.6542 3.8545 3.1303  0.5769
C -3.9128 0.0142 0.0787  1.0642
C -2.9803 1.9575 -4.1627  -0.0719
C -6.1504 0.6483 -0.5068  -0.8047
N -1.5517 -2.0469 1.5221  0.1851
H -5.8119 4.1016 -2.6165  0.5078
C -5.0481 3.1686 -4.3953  -0.8126
C 6.3032 -0.0829 -0.6948  0.5576
H 2.8687 -0.1967 7.0662  0.4650
H 1.6468 -6.0788 3.0107  0.5190
C -2.9813 -4.2857 -4.8241  -0.7713
H -6.7305 0.2617 -2.5403  0.5064
P 2.5428 -1.5035 1.5822  0.8875
C 2.8138 -0.4425 6.0121  -0.7762
H -2.8162 -5.6955 -3.2157  0.4687
H -3.1415 -0.1037 0.8264  -0.3388
H -5.3117 0.8962 1.4551  0.5391
C 2.6854 -1.0690 3.3036  0.0817
C 2.3697 -6.0043 0.9897  -0.6186
C 3.9603 0.2010 -0.2617  0.1606
H 4.7278 -1.7456 3.5577  0.5178
C 1.9699 -5.4407 2.1964  -0.9038
H -3.7734 -4.8017 4.1020  0.3782
C 1.6409 -0.2086 5.3020  -0.9546
C 0.0454 0.9608 -7.3027  -0.5823
Br -1.4205 1.5908 2.4291  -0.0975
C -3.9775 3.0576 -2.2434  -1.0150
C -2.9557 2.2972 -2.8062  1.2943
O 0.7151 -1.2516 -0.1971  0.2053
H -0.9144 -0.4430 -5.9745  0.5176
C 2.8983 -3.8245 0.1195  -0.3703
H -5.8608 3.5217 -5.0193  0.4659
H -1.3409 -1.5300 3.5221  0.0731
H -2.2213 -3.9789 -1.5383  0.3354
N -3.6963 -3.8784 3.6746  -0.1984
C 6.3307 -1.1571 0.1602  0.3772
C 3.9154 -0.9932 5.3725  -0.9238
F 5.2693 -2.6163 1.5852  -0.4338
P -2.0591 -1.0991 -1.6702  1.6592
H -0.3479 2.6390 4.4115  0.5838
H 0.7807 0.2191 5.8080  0.5190
C -2.2391 -3.4518 3.5603  -0.9361
C -5.1390 0.5556 0.4410  -0.9506
H -4.5537 -0.6593 -3.1929  0.3626
C -3.6781 -0.4026 -1.2352  0.5320
C 3.9546 -0.8826 0.6328  -0.2223
H -7.1144 1.0613 -0.2307  0.4665
N 1.0002 1.8767 -7.5146  -0.5176
C -1.1169 0.2107 -2.4590  -1.5098
F 7.4480 -1.8115 0.3613  -0.2423
H 2.6027 2.9087 -6.7013  0.4527
C 1.5705 -0.5218 3.9537  0.2227
H -1.7287 -4.2273 2.9963  0.4258
H -2.1822 1.3737 -4.6065  0.2784
H -0.5976 0.7202 -8.1436  0.4118
H -0.0305 3.3832 -0.0022  0.3577
H 3.2711 -3.2007 -0.6853  0.5229
H -3.9607 3.3146 -1.1881  0.4750
C 0.2897 3.6784 -0.9912  -0.6445
H 2.2826 5.9407 -2.5157  0.4805
C -2.8886 -2.9505 -5.2069  -1.2192
C -2.0553 -2.0727 2.9069  -0.4685
H 1.6175 5.2025 -0.2522  0.5009
H 1.7695 -3.6238 3.3273  0.5744
P -1.5393 1.8479 -1.7844  0.3931
C -4.0316 2.3988 -4.9542  -0.9751

***

Number 1: energy -200262.59243 eV. Number 2: energy -338444.84367 eV.